Version i
# C9H16N2O2

A 2-piece molecular cluster, C9H16N2O2 overall (the ωB97M-V functional and the def2-TZVPD basis, OMol25).

The SMILES is O=c1cc[nH]c(=O)[nH]1.CC(C)(C)C. As for the HOMO-LUMO gap: 0.34933 hartree. The calculation puts the molar mass at 184.2 g mol⁻¹. Its HOMO energy is -9.58 eV.

```
29
Properties=species:S:1:pos:R:3:lowdin_charge:R:1
C 4.330 -0.848 -0.566 -0.418
C 4.038 -1.041 0.813 -0.034
C 3.327 -0.143 1.577 -0.091
C 3.081 1.381 -0.321 -0.470
C -2.717 -0.093 -0.118 -0.706
C -1.651 -0.570 -1.145 -0.105
C -4.053 -0.212 -0.789 -0.086
C -2.404 1.292 0.286 -0.091
C -2.459 -1.093 1.019 -0.070
H 3.722 0.552 -2.073 0.210
H 4.329 -1.909 1.266 0.077
H 3.327 -0.640 2.653 0.165
H 3.184 2.049 1.891 0.268
H -1.405 -1.548 -1.456 0.066
H -1.788 0.012 -2.011 0.060
H -0.562 -0.317 -0.881 0.098
H -4.804 0.329 -0.084 0.112
H -4.174 0.603 -1.583 0.092
H -4.350 -1.183 -1.256 0.097
H -2.802 1.795 1.221 0.106
H -2.746 1.982 -0.426 0.059
H -1.353 1.472 0.561 0.089
H -1.229 -1.155 0.843 0.120
H -2.744 -0.924 2.101 0.090
H -2.687 -2.103 0.627 0.074
N 3.565 0.276 -1.024 0.159
N 3.130 1.145 1.096 0.066
O 5.054 -1.567 -1.308 0.036
O 2.841 2.456 -0.916 0.031
```

***

Version ii
# C9H16N2O2

One molecule with the formula C9H16N2O2 (the ωB97M-V functional and the def2-TZVPD basis, OMol25).

The SMILES is Cc1cnn([C@H](O)OC(C)(C)C)c1. As for the HOMO-LUMO gap: 0.35262 hartree. The calculation puts the molar mass at 184.2 g mol⁻¹. Its HOMO energy is -8.86 eV.

```
29
Properties=species:S:1:pos:R:3:lowdin_charge:R:1
C -3.223 -0.779 0.624 -0.114
C -1.988 0.475 -0.715 0.008
C -3.223 0.471 -0.039 -0.227
C -4.373 1.453 -0.029 -0.040
C 2.416 0.791 -1.223 -0.019
C 2.225 1.039 1.353 -0.002
C 3.107 -1.158 0.260 -0.006
C 0.040 -1.051 -0.521 -0.451
C 2.090 0.073 0.149 -0.431
N -2.078 -1.430 0.466 0.087
N -1.374 -0.669 -0.320 -0.099
O 0.216 -2.430 -0.421 0.028
O 0.702 -0.430 0.428 -0.035
H -3.995 -1.124 1.326 0.113
H -1.581 1.217 -1.278 0.093
H -4.964 1.254 -0.845 0.050
H -5.124 1.243 0.739 0.083
H -4.041 2.381 0.187 0.037
H 1.967 0.266 -2.112 0.087
H 2.315 1.822 -1.249 0.042
H 3.533 0.601 -1.337 0.102
H 2.710 1.930 1.010 0.076
H 2.766 0.701 2.159 0.053
H 1.265 1.266 1.710 0.074
H 2.572 -1.959 0.655 0.042
H 3.432 -1.531 -0.794 0.120
H 3.888 -0.893 0.880 0.047
H 0.448 -0.843 -1.576 0.173
H 0.274 -2.686 0.513 0.109
```

***

Version iii
# C9H16N2O2

C9H16N2O2 as an isolated structure (the ωB97M-V functional and the def2-TZVPD basis, OMol25).

As for the HOMO-LUMO gap: 0.35786 hartree. The calculation puts the molar mass at 184.2 g mol⁻¹. Its HOMO energy is -9.72 eV.

```
29
Properties=species:S:1:pos:R:3:lowdin_charge:R:1
C 0.887 2.762 -1.116 -0.402
C -0.175 3.108 -0.101 -0.007
C -0.187 2.668 1.201 -0.125
C 1.551 1.164 0.658 -0.486
C -1.756 -0.928 2.100 -0.138
C -0.936 -1.772 1.052 -0.331
C -0.778 -1.243 -0.382 -0.251
C 0.263 -1.950 -1.227 -0.351
C 0.423 -1.694 -2.641 -0.170
H 2.640 1.394 -0.867 0.192
H -1.110 3.630 -0.469 0.128
H -1.126 2.849 1.924 0.168
H 1.100 1.301 2.652 0.272
H -1.269 0.116 1.598 0.064
H -2.957 -1.162 2.216 0.105
H -0.854 -0.971 3.112 0.140
H -1.110 -2.777 1.235 0.068
H -0.027 -1.679 1.714 0.082
H -1.617 -1.484 -1.003 0.092
H -0.772 -0.030 -0.330 0.135
H -0.310 -3.035 -1.233 0.151
H 1.241 -2.190 -0.593 0.145
H 0.350 -0.568 -2.773 0.078
H 1.399 -2.043 -2.981 0.067
H -0.458 -2.026 -3.416 0.130
N 1.724 1.780 -0.548 0.177
N 0.590 1.588 1.610 0.046
O 1.036 3.089 -2.310 0.046
O 2.237 0.102 0.919 -0.023
```

***

Version iv
# C9H16N2O2

One molecule with the formula C9H16N2O2 (the ωB97M-V functional and the def2-TZVPD basis, OMol25).

As for the HOMO-LUMO gap (spin up / spin down): 0.17159 / 0.29264 hartree. The calculation puts the molar mass at 184.2 g mol⁻¹. Its HOMO energy (spin up / spin down) is -5.08 / -7.19 eV.

```
29
Properties=species:S:1:pos:R:3:lowdin_charge:R:1
C 2.499 -1.686 -1.134 -0.496
C -1.574 1.284 1.789 -0.143
C -0.517 0.620 2.691 -0.181
C 1.086 0.266 -1.625 -0.101
C -0.827 1.686 0.508 -0.143
C 1.432 1.231 -0.408 -0.131
C 0.725 0.681 1.887 -0.110
C 1.211 -1.173 -1.330 -0.196
C -1.116 -1.882 -1.722 -0.097
N 0.528 1.210 0.678 -0.163
N 0.084 -1.908 -0.910 -0.004
O 2.545 -3.028 -0.774 0.057
O 3.556 -1.062 -1.260 0.050
H -2.376 0.587 1.559 0.102
H -2.015 2.154 2.272 0.103
H -0.406 1.141 3.647 0.102
H -0.782 -0.416 2.926 0.102
H 0.099 0.525 -2.003 0.094
H 1.835 0.535 -2.370 0.121
H -1.272 1.225 -0.377 0.101
H -0.820 2.771 0.356 0.122
H 2.430 0.952 -0.071 0.121
H 1.454 2.238 -0.834 0.125
H 1.666 0.242 2.153 0.101
H -1.569 -0.890 -1.687 0.064
H -0.935 -2.136 -2.774 0.090
H -1.832 -2.591 -1.312 0.083
H 0.370 -2.854 -0.692 0.113
H 3.480 -3.259 -0.704 0.112
```

***

Most stable = version iv